Entry 1:
14
Properties=species:S:1:pos:R:3:forces:R:3:mulliken_charge:R:1 method="wB97M-V/def2-TZVPD" relative_energy_kj_mol=369.9 energy_ev=-18853.2272 gap_ev="7.99 / 9.07"
C -1.071421 -0.895972 -0.904431 -0.3 -0.1 -0.3 -0.2562
C -0.602856 -0.212476 -1.936783 1.1 0.3 1.8 -0.7025
C -0.236860 -0.738762 0.271729 0.4 0.1 0.3 0.4147
C -0.305224 -1.388392 1.430499 0.0 0.1 -0.2 -0.8919
C 0.821307 0.300028 -0.067384 -1.4 -0.5 -1.3 0.4145
C 0.640230 1.739663 0.273504 0.0 0.2 -0.1 -1.1257
Cl 2.437867 -0.259447 -0.107114 0.3 -0.1 0.0 -0.1625
H -1.954477 -1.538437 -0.911142 0.0 0.1 0.0 0.3522
H -0.843305 -0.009778 -2.954188 -0.2 0.0 -0.5 0.3695
H 0.401235 -1.208169 2.224179 0.1 0.0 0.1 0.2831
H -1.072318 -2.124664 1.609176 -0.1 -0.1 0.0 0.2890
H -0.357148 1.903971 0.675271 -0.1 0.0 0.0 0.3379
H 0.758996 2.373029 -0.606832 0.1 0.0 0.0 0.2885
H 1.383973 2.059409 1.003519 0.0 0.0 0.1 0.3893

Entry 2:
19
Properties=species:S:1:pos:R:3:forces:R:3:mulliken_charge:R:1 method="wB97M-V/def2-TZVPD" relative_energy_kj_mol=114.9 smiles="CO[C@@H]1NC=N/C1=C/Cl.O=C=O" energy_ev=-27979.1210 gap_ev=9.03
C -0.216397 1.150563 -1.910187 1.6 3.8 -1.3 -0.8100
O 0.368032 0.539121 -0.803928 0.4 -0.5 0.7 -0.1914
C -0.084349 0.688413 0.496302 -2.5 -0.2 0.0 0.0144
N 0.969439 0.570893 1.453089 0.5 -0.2 -0.4 -0.1492
C 0.674273 -0.446893 2.281952 0.5 0.4 1.8 -0.2712
N -0.453894 -0.981252 2.241220 -2.9 -0.4 -2.3 -0.5992
C -1.105245 -0.412763 1.011276 0.1 -2.1 1.6 0.2268
C -2.288190 -0.994106 0.632657 2.3 2.0 0.5 -0.3793
Cl -3.112085 -0.554044 -0.786282 -0.4 0.4 -0.9 -0.1875
H 0.747290 1.547420 -2.480433 -2.1 -1.1 0.4 0.2584
H -0.686656 2.222325 -1.674399 0.3 -2.6 -0.2 0.3053
H -0.830429 0.477750 -2.545277 0.3 0.6 0.7 0.2788
H -0.595489 1.632600 0.716400 0.0 0.4 -0.9 0.3398
H 1.917161 0.847715 1.294756 0.1 0.2 -0.4 0.2575
H 1.247384 -0.678094 3.146219 1.2 -0.1 0.3 0.4555
H -2.883547 -1.645821 1.237733 0.4 -0.4 0.4 0.4319
O 1.247536 -1.867538 -1.956891 -1.0 -0.8 -0.5 -0.3830
C 2.096567 -1.315586 -1.420818 0.1 0.0 -0.3 0.8189
O 2.988595 -0.780708 -0.933384 1.0 0.6 0.8 -0.4164

Entry 3:
15
Properties=species:S:1:pos:R:3:forces:R:3:mulliken_charge:R:1 method="wB97M-V/def2-TZVPD" relative_energy_kj_mol=138.3 smiles="C=C[C@H]1CC(=S)[C@H]1Cl" energy_ev=-29691.0529 gap_ev=8.16
C 2.024922 1.431300 0.559071 -0.2 -0.7 -0.1 -0.8431
C 1.000359 0.960309 -0.177976 0.8 -0.1 2.4 -0.2108
C 0.099026 -0.126515 0.381408 0.0 1.0 -1.4 0.2776
C -1.422656 0.193153 0.368049 0.5 -2.0 -0.1 -0.8308
C -1.646632 -1.032083 -0.533549 -1.9 -0.2 0.6 0.0413
S -3.018066 -1.849871 -0.900727 1.6 0.8 0.0 -0.2431
C -0.166237 -1.329548 -0.598777 0.2 -1.1 0.5 -0.1574
Cl 0.498536 -1.350757 -2.258766 0.0 0.3 0.4 -0.1805
H 2.747506 2.137397 0.176716 -0.2 0.3 -0.1 0.2682
H 2.275123 1.060856 1.575246 -0.4 0.0 -0.8 0.2240
H 0.760287 1.407829 -1.117938 -0.1 0.0 -0.6 0.3453
H 0.389770 -0.411433 1.382331 0.5 -0.3 0.0 0.3974
H -1.919549 0.112948 1.316666 -0.2 -0.3 0.6 0.2748
H -1.715320 1.120468 -0.000925 -0.3 1.7 -1.1 0.3200
H 0.092931 -2.324053 -0.170828 -0.2 0.7 -0.3 0.3172

Entry 4:
22
Properties=species:S:1:pos:R:3:forces:R:3:mulliken_charge:R:1 method="wB97M-V/def2-TZVPD" charge=+2 relative_energy_kj_mol=83.0 multiplicity=3 energy_ev=-109369.6465 gap_ev="9.01 / 6.66"
Cu -0.440796 -4.408021 2.621169 0.0 0.7 -1.0 0.8203
Cu 1.430664 -1.883891 -1.847251 -0.6 0.0 1.1 0.7691
O 0.140064 -0.247381 2.084439 -0.8 -0.6 -1.4 -0.4280
C 0.011794 -1.249011 1.169609 1.8 -2.0 -0.7 0.5341
O 0.452364 -1.078121 0.003009 0.2 1.3 -0.2 -0.5724
O -0.362356 -2.414101 1.532019 -0.6 0.2 0.5 -0.5735
H -0.547436 -0.461611 2.719309 0.0 0.2 0.9 0.3213
O 0.161244 -3.610771 -1.045641 0.2 -1.2 -0.6 -0.2447
C 0.034514 -4.905591 -0.757981 -0.9 0.1 2.5 0.6931
O 0.316244 -5.784561 -1.559141 0.2 -1.0 -0.4 -0.2249
O -0.397886 -5.265061 0.407389 0.9 0.5 -2.1 -0.3909
H -0.181756 -3.271301 -0.215761 -0.4 1.9 1.3 0.3172
N 0.481104 2.504149 -0.115241 -0.1 0.8 -1.3 0.0263
C 0.204444 2.785419 -1.461721 -0.9 0.2 1.6 -0.1576
C -0.536936 4.031629 -1.523161 1.2 -0.4 2.3 -0.2487
C -0.462206 4.538609 -0.199011 -2.1 0.1 -1.7 -0.4743
C 0.033294 3.545929 0.640409 1.7 -0.9 -0.4 -0.0346
H 1.122924 1.805979 0.232209 -0.3 -0.4 -0.1 0.2626
H 0.373374 2.060559 -2.244301 0.2 0.1 0.1 0.3747
H -1.071796 4.370759 -2.397981 0.3 0.3 0.1 0.4039
H -0.968656 5.379419 0.251469 0.1 0.3 -0.5 0.4004
H 0.207794 3.556979 1.706159 -0.2 0.0 0.0 0.4266